A 12-piece molecular cluster, C100H216F9N7O6P2 overall. Source: the Open Molecules 2025 dataset; level of theory: wB97M-V/def2-TZVPD.

Output
E_tot ... -6353.93123 a.u.
F_max ... 0.0783 hartree/bohr
HOMO energy ... -15.8 eV
Gap between HOMO and LUMO ... 0.2978 Ha
Net charge ... +6

Bonds (Å) are listed after each position.
Geometry (Å):
1 P 4.2109 -3.7304 0.3385  C46 1.817, C54 1.777, C63 1.768, C114 1.793
2 P 9.8897 6.5976 -0.3218  C43 1.819, C44 1.885, C61 1.838, C99 1.797
3 F -8.0377 -0.2792 1.2440  C84 1.279
4 F 0.7522 -4.2066 1.5069  C78 1.334
5 F -2.2954 -0.0822 -3.8666  C73 1.400
6 F -0.9333 -3.8865 2.7634  C78 1.357
7 F -7.7359 -0.8076 3.2642  C84 1.353
8 F 0.8280 -4.8438 3.5297  C78 1.314
9 F -6.1981 -0.8997 1.8786  C84 1.306
10 F -0.1582 0.5223 -3.7470  C73 1.373
11 F -1.7166 1.7025 -2.9214  C73 1.323
12 O -1.4447 1.3576 -6.3780  C113 1.281
13 O 2.2450 -2.6214 3.6474  C37 1.482, C74 1.428
14 O 0.9095 -1.6595 2.0466  C37 1.285
15 O -0.7874 3.1236 -4.9210  C67 1.380, C113 1.522
16 O -6.4188 1.9089 1.4326  C51 1.285
17 O -5.9835 1.2937 3.6454  C51 1.479, C110 1.398
18 N -1.4149 -10.4980 0.7864  C49 1.545, C92 1.504, C104 1.521, C112 1.535
19 N -2.7736 -0.3331 0.7482  C52 1.558, C102 1.423, C105 1.605, C117 1.506
20 N 0.5387 -0.1914 9.5902  C56 1.537, C75 1.523, C107 1.496, C124 1.550
21 N -5.7086 5.1933 1.4238  C28 1.498, C80 1.444, C103 1.459, C115 1.538
22 N -12.4621 -2.6587 2.7143  C60 1.512, C70 1.500, C76 1.566, C108 1.503
23 N 1.7180 1.4976 -7.5514  C62 1.553, C95 1.558, C101 1.492, C123 1.490
24 N -4.4856 1.8680 -8.9545  C31 1.468, C45 1.508, C71 1.511, C88 1.476
25 C 9.9273 4.2802 2.3346  C100 1.516, C109 1.556, H149 1.067, H238 1.083
26 C 3.5573 -6.4718 -0.0814  C55 1.554, C114 1.510, H180 1.096, H329 1.109
27 C -0.6350 1.0454 0.7026  C117 1.523, C119 1.545, H263 1.132, H296 1.094
28 C -5.1750 4.4616 2.6172  N21 1.498, C98 1.557, H227 1.064, H232 1.120
29 C 6.7094 -4.6076 -0.5715  C32 1.578, C46 1.555, H222 1.095, H315 1.093
30 C -7.6618 6.4002 0.6329  C39 1.551, C115 1.531, H155 1.113, H178 1.102
31 C -4.6507 2.9436 -7.9686  N24 1.468, H158 1.080, H228 1.076, H248 1.106
32 C 7.7363 -5.0841 -1.6702  C29 1.578, C36 1.574, H191 1.066, H316 1.064
33 C 1.0162 -3.4874 -3.4197  C72 1.533, H163 1.127, H239 1.141, H334 1.062
34 C 1.1700 0.0614 7.3363  C75 1.525, C81 1.591, H143 1.092, H205 1.073
35 C -0.2642 -13.8948 2.1786  C106 1.506, H133 1.124, H173 1.100, H300 1.107
36 C 8.4422 -3.9349 -2.4822  C32 1.574, H198 1.097, H210 1.096, H294 1.103
37 C 0.8884 -2.4087 3.0908  O13 1.482, O14 1.285, C78 1.565, H132 1.131
38 C 9.1087 7.3056 -5.0596  C120 1.541, H148 1.110, H159 1.120, H212 1.105
39 C -6.6012 7.4438 1.0723  C30 1.551, C80 1.588, H260 1.113, H322 1.076
40 C -1.5089 -0.9405 10.9339  C89 1.546, C107 1.490, H240 1.094, H256 1.072
41 C 4.7899 -1.3369 1.7617  C54 1.537, C77 1.545, H165 1.080, H211 1.077
42 C 10.9756 9.1479 0.3893  C43 1.522, C59 1.506, H268 1.086, H295 1.092
43 C 11.2443 7.6540 0.2751  P2 1.819, C42 1.522, H273 1.073, H323 1.062
44 C 8.3457 6.9288 0.7080  P2 1.885, C96 1.528, H167 1.080, H203 1.127
45 C -3.7373 2.4381 -10.1331  N24 1.508, C58 1.523, H174 1.113, H217 1.075
46 C 5.3850 -3.9349 -1.0327  P1 1.817, C29 1.555, H152 1.121, H168 1.083
47 C -5.8197 1.2126 5.9664  C110 1.501, H237 1.099, H247 1.104, H328 1.085
48 C 3.5276 -3.7971 5.3413  C74 1.528, H190 1.095, H258 1.095, H336 1.096
49 C -0.6596 -11.8232 1.0302  N18 1.545, C106 1.517, H214 1.102, H325 1.094
50 C -13.8908 -4.5119 3.1858  C53 1.557, C60 1.478, H192 1.053, H208 1.083
51 C -6.9063 1.3674 2.4914  O16 1.285, O17 1.479, C84 1.566, H235 1.080
52 C -3.7944 0.5605 -0.0170  N19 1.558, C91 1.518, H137 1.094, H206 1.047
53 C -12.8085 -4.3533 4.2936  C50 1.557, C108 1.520, H261 1.083, H281 1.097
54 C 4.9326 -2.8663 1.7132  P1 1.777, C41 1.537, H242 1.110, H283 1.103
55 C 3.4727 -7.8857 0.5575  C26 1.554, C93 1.504, H162 1.070, H187 1.050
56 C 1.3665 -1.4492 9.8973  N20 1.537, H196 1.048, H250 1.062, H303 1.067
57 C 10.6840 6.8618 -3.0520  C99 1.581, C120 1.576, H169 1.052, H272 1.073
58 C -4.8166 3.0347 -11.0272  C45 1.523, C83 1.513, H129 1.072, H153 1.160
59 C 12.1165 9.7820 1.1400  C42 1.506, C116 1.529, H317 1.122, H321 1.108
60 C -13.8933 -3.1407 2.6346  N22 1.512, C50 1.478, H157 1.103, H266 1.091
61 C 10.2720 4.8064 -0.1648  P2 1.838, C100 1.535, H271 1.092, H288 1.089
62 C 3.1908 1.4506 -8.0428  N23 1.553, C64 1.569, H279 1.061, H308 1.132
63 C 2.7500 -2.8343 -0.0954  P1 1.768, C87 1.499, H193 1.115, H333 1.109
64 C 4.0455 1.2155 -6.7480  C62 1.569, C97 1.536, H189 1.082, H335 1.097
65 C -4.3048 0.3356 -6.9326  C71 1.529, C79 1.578, H201 1.066, H249 1.090
66 C -0.4493 4.5740 -3.0232  C67 1.474, H209 1.076, H269 1.090, H290 1.122
67 C -1.2713 4.1854 -4.1834  O15 1.380, C66 1.474, H176 1.120, H244 1.113
68 C -11.6060 -3.3319 0.2940  C76 1.559, C118 1.557, H182 1.095, H202 1.111
69 C 0.6267 2.9510 -9.4124  C95 1.518, C121 1.508, H233 1.098, H245 1.090
70 C -12.3476 -1.1874 2.4455  N22 1.500, H145 1.084, H306 1.118, H313 1.085
71 C -3.7726 0.6971 -8.3200  N24 1.511, C65 1.529, H265 1.060, H314 1.112
72 C 2.2224 -3.1902 -2.5223  C33 1.533, C87 1.489, H126 1.080, H175 1.083
73 C -1.4190 1.0004 -4.0030  F5 1.400, F10 1.373, F11 1.323, C113 1.574
74 C 2.3873 -2.8208 5.0542  O13 1.428, C48 1.528, H255 1.064, H331 1.115
75 C -0.0425 -0.3033 8.1870  N20 1.523, C34 1.525, H204 1.133, H289 1.113
76 C -11.4565 -3.4795 1.8390  N22 1.566, C68 1.559, H224 1.064, H243 1.103
77 C 5.4187 -0.7285 3.0355  C41 1.545, C111 1.524, H292 1.135, H304 1.091
78 C 0.4233 -3.8641 2.7535  F4 1.334, F6 1.357, F8 1.314, C37 1.565
79 C -3.7837 -1.1001 -6.5362  C65 1.578, H259 1.084, H320 1.086, H332 1.056
80 C -5.3129 6.5817 1.4178  N21 1.444, C39 1.588, H130 1.066, H302 1.085
81 C 2.0871 1.0563 8.1732  C34 1.591, C124 1.489, H285 1.069, H324 1.078
82 C -3.0781 -9.3631 -0.5018  C86 1.566, C112 1.578, H170 1.085, H177 1.105
83 C -6.1538 2.7042 -10.4005  C58 1.513, C88 1.527, H172 1.125, H218 1.091
84 C -7.2096 -0.1434 2.2098  F3 1.279, F7 1.353, F9 1.306, C51 1.566
85 C 5.9716 5.4191 2.4475  C122 1.509, H253 1.059, H257 1.103, H310 1.083
86 C -1.7345 -8.5637 -0.5966  C82 1.566, C104 1.490, H150 1.126, H291 1.046
87 C 1.7966 -3.3912 -1.1094  C63 1.499, C72 1.489, H194 1.091, H215 1.083
88 C -5.8308 1.5408 -9.4654  N24 1.476, C83 1.527, H125 1.065, H181 1.083
89 C -2.6851 -0.3493 11.7453  C40 1.546, H154 1.082, H274 1.063, H338 1.116
90 C -3.3347 3.3728 3.8528  C98 1.529, H223 1.077, H252 1.086, H309 1.051
91 C -4.5254 -0.2772 -1.0500  C52 1.518, C94 1.535, H160 1.067, H234 1.101
92 C -1.5606 -9.7053 2.0561  N18 1.504, H136 1.064, H146 1.107, H264 1.073
93 C 3.1418 -8.8601 -0.5388  C55 1.504, H183 1.081, H199 1.105, H286 1.076
94 C -3.7524 -1.5910 -1.2278  C91 1.535, C105 1.519, H131 1.067, H141 1.091
95 C 0.9406 2.7921 -7.9355  N23 1.558, C69 1.518, H140 1.102, H327 1.141
96 C 7.0918 6.2103 0.2122  C44 1.528, C122 1.530, H197 1.060, H293 1.097
97 C 3.0358 0.7866 -5.6728  C64 1.536, C101 1.586, H161 1.072, H207 1.067
98 C -3.6260 4.4119 2.7696  C28 1.557, C90 1.529, H277 1.098, H287 1.114
99 C 9.4693 6.9050 -2.0415  P2 1.797, C57 1.581, H225 1.081, H226 1.101
100 C 10.8671 4.2699 1.1449  C25 1.516, C61 1.535, H164 1.118, H312 1.082
101 C 1.7567 1.6382 -6.0665  N23 1.492, C97 1.586, H220 1.059, H326 1.073
102 C -2.8177 -0.3154 2.1704  N19 1.423, H128 1.098, H166 1.091, H216 1.103
103 C -5.3059 4.5386 0.1834  N21 1.459, H135 1.109, H195 1.083, H262 1.112
104 C -0.7255 -9.5943 -0.2237  N18 1.521, C86 1.490, H186 1.105, H200 1.094
105 C -3.2984 -1.7521 0.2123  N19 1.605, C94 1.519, H134 1.130, H330 1.101
106 C -1.3425 -12.8922 1.8628  C35 1.506, C49 1.517, H138 1.078, H318 1.093
107 C -0.4284 0.0595 10.7032  N20 1.496, C40 1.490, H213 1.058, H246 1.075
108 C -12.2159 -2.9595 4.1666  N22 1.503, C53 1.520, H156 1.087, H229 1.075
109 C 10.6494 3.6618 3.5669  C25 1.556, H188 1.113, H219 1.112, H276 1.110
110 C -6.7101 1.5616 4.8089  O17 1.398, C47 1.501, H297 1.091, H339 1.125
111 C 5.3816 0.7909 2.9174  C77 1.524, H236 1.103, H254 1.101, H284 1.111
112 C -2.7697 -10.7790 0.1215  N18 1.535, C82 1.578, H221 1.117, H278 1.100
113 C -1.6676 1.9263 -5.2516  O12 1.281, O15 1.522, C73 1.574, H267 1.149
114 C 3.8756 -5.3914 0.9243  P1 1.793, C26 1.510, H144 1.067, H151 1.114
115 C -7.2467 5.1715 1.4466  N21 1.538, C30 1.531, H270 1.096, H337 1.089
116 C 12.2458 11.2772 0.8452  C59 1.529, H139 1.099, H185 1.063, H230 1.088
117 C -1.3635 -0.2075 0.2358  N19 1.506, C27 1.523, H127 1.111, H147 1.088
118 C -10.7070 -4.3042 -0.5248  C68 1.557, H142 1.133, H251 1.069, H280 1.111
119 C 0.7539 1.0930 0.0270  C27 1.545, H179 1.063, H231 1.102, H311 1.092
120 C 10.4254 7.6991 -4.3614  C38 1.541, C57 1.576, H184 1.072, H301 1.070
121 C 0.2753 4.3902 -9.6947  C69 1.508, H171 1.075, H282 1.081, H340 1.080
122 C 5.8711 6.1527 1.1324  C85 1.509, C96 1.530, H275 1.084, H305 1.077
123 C 1.0142 0.2727 -8.0242  N23 1.490, H241 1.076, H307 1.099, H319 1.127
124 C 1.4553 1.0564 9.5219  N20 1.550, C81 1.489, H298 1.095, H299 1.104
125 H -5.6762 0.6525 -10.0315  C88 1.065
126 H 3.0282 -3.8571 -2.7910  C72 1.080
127 H -0.8643 -1.0958 0.6774  C117 1.111
128 H -2.1125 -1.0498 2.5801  C102 1.098
129 H -4.6614 2.5444 -11.9676  C58 1.072
130 H -4.8509 6.8353 2.3450  C80 1.066
131 H -3.0279 -1.4064 -1.9895  C94 1.067
132 H 0.3515 -1.9573 3.9786  C37 1.131
133 H 0.2033 -14.3141 1.2458  C35 1.124
134 H -4.1991 -1.8801 0.8824  C105 1.130
135 H -5.7516 5.1017 -0.6614  C103 1.109
136 H -2.1745 -8.8642 1.8381  C92 1.064
137 H -4.4634 1.0318 0.7089  C52 1.094
138 H -1.7825 -12.4404 2.7373  C106 1.078
139 H 12.4320 11.4295 -0.2267  C116 1.099
140 H 1.5603 3.6556 -7.6447  C95 1.102
141 H -4.3720 -2.4355 -1.5320  C94 1.091
142 H -11.2689 -5.2714 -0.7062  C118 1.133
143 H 0.7956 0.4506 6.3876  C34 1.092
144 H 4.7374 -5.6510 1.4965  C114 1.067
145 H -12.7056 -1.1426 1.4238  C70 1.084
146 H -0.5347 -9.3772 2.3124  C92 1.107
147 H -1.5532 -0.3346 -0.8276  C117 1.088
148 H 8.7964 6.2464 -5.1735  C38 1.110
149 H 9.1446 3.5963 2.0939  C25 1.067
150 H -1.7827 -7.6301 0.0319  C86 1.126
151 H 3.0927 -5.2825 1.7095  C114 1.114
152 H 4.9808 -4.6248 -1.8178  C46 1.121
153 H -4.7334 4.1824 -11.1743  C58 1.160
154 H -2.2452 -0.0282 12.6808  C89 1.082
155 H -8.7298 6.5929 0.8793  C30 1.113
156 H -12.8806 -2.3045 4.7238  C108 1.087
157 H -14.2195 -3.0824 1.5831  C60 1.103
158 H -4.7707 3.8785 -8.4951  C31 1.080
159 H 8.2750 7.8405 -4.5362  C38 1.120
160 H -4.7578 0.3096 -1.9109  C91 1.067
161 H 2.6086 -0.1777 -5.8635  C97 1.072
162 H 4.4449 -8.0937 0.9536  C55 1.070
163 H 0.5602 -4.4437 -3.0350  C33 1.127
164 H 11.8269 4.8111 1.3350  C100 1.118
165 H 5.3414 -0.8709 0.9579  C41 1.080
166 H -2.7145 0.7009 2.5537  C102 1.091
167 H 8.0847 7.9764 0.6767  C44 1.080
168 H 5.6137 -2.9733 -1.4753  C46 1.083
169 H 11.6189 7.1417 -2.6594  C57 1.052
170 H -3.4937 -9.6108 -1.4734  C82 1.085
171 H 1.1026 5.0761 -9.6609  C121 1.075
172 H -6.9402 2.3980 -11.1441  C83 1.125
173 H 0.4869 -13.4344 2.8369  C35 1.100
174 H -3.0531 3.2302 -9.7537  C45 1.113
175 H 2.6325 -2.2008 -2.6833  C72 1.083
176 H -1.4760 5.0357 -4.8831  C67 1.120
177 H -3.9035 -8.8827 0.0532  C82 1.105
178 H -7.5940 6.2913 -0.4612  C30 1.102
179 H 1.2087 0.1426 0.1678  C119 1.063
180 H 2.6600 -6.3476 -0.6991  C26 1.096
181 H -6.6163 1.4389 -8.7274  C88 1.083
182 H -11.1948 -2.3316 0.1205  C68 1.095
183 H 3.9589 -8.8292 -1.2464  C93 1.081
184 H 10.4061 8.7535 -4.1699  C120 1.072
185 H 13.0662 11.7112 1.3626  C116 1.063
186 H -0.4868 -10.2542 -1.0774  C104 1.105
187 H 2.7462 -7.8807 1.3163  C55 1.050
188 H 11.3926 4.3475 4.0333  C109 1.113
189 H 4.4800 2.1568 -6.4385  C64 1.082
190 H 3.2869 -4.7894 4.9463  C48 1.095
191 H 7.2815 -5.7631 -2.3553  C32 1.066
192 H -13.4883 -5.2191 2.5173  C50 1.053
193 H 2.1929 -2.4952 0.8088  C63 1.115
194 H 0.8518 -2.8665 -0.9598  C87 1.091
195 H -4.2357 4.4206 0.0712  C103 1.083
196 H 1.9341 -1.7058 9.0546  C56 1.048
197 H 6.7815 6.7873 -0.6208  C96 1.060
198 H 9.2370 -4.3286 -3.1274  C36 1.097
199 H 2.2754 -8.5113 -1.1295  C93 1.105
200 H 0.1809 -9.1428 0.1893  C104 1.094
201 H -5.3707 0.3571 -6.9203  C65 1.066
202 H -12.6547 -3.4274 -0.0590  C68 1.111
203 H 8.5712 6.7233 1.7927  C44 1.127
204 H -0.8821 0.4362 8.0113  C75 1.133
205 H 1.8063 -0.7824 7.1504  C34 1.073
206 H -3.2256 1.2962 -0.4981  C52 1.047
207 H 3.2863 0.7532 -4.6357  C97 1.067
208 H -14.8828 -4.7636 3.5403  C50 1.083
209 H 0.5982 4.6803 -3.2455  C66 1.076
210 H 7.7522 -3.3297 -3.0816  C36 1.096
211 H 3.7418 -1.1071 1.6741  C41 1.077
212 H 9.1654 7.6375 -6.1123  C38 1.105
213 H -0.8913 1.0068 10.6208  C107 1.058
214 H 0.2901 -11.6612 1.5648  C49 1.102
215 H 1.6342 -4.4555 -0.9882  C87 1.083
216 H -3.8341 -0.6090 2.4812  C102 1.103
217 H -3.2376 1.6342 -10.6423  C45 1.075
218 H -6.6949 3.4993 -9.8855  C83 1.091
219 H 11.2237 2.7712 3.2289  C109 1.112
220 H 1.7746 2.6620 -5.7966  C101 1.059
221 H -2.5274 -11.5424 -0.6577  C112 1.117
222 H 6.6056 -5.5083 0.0422  C29 1.095
223 H -2.3288 3.5160 4.2085  C90 1.077
224 H -10.5059 -3.1897 2.2200  C76 1.064
225 H 8.8478 6.0431 -2.2393  C99 1.081
226 H 8.8489 7.8146 -2.0684  C99 1.101
227 H -5.5667 4.9594 3.4727  C28 1.064
228 H -3.7910 2.9690 -7.3222  C31 1.076
229 H -11.2073 -2.6253 4.3271  C108 1.075
230 H 11.4230 11.9333 1.1229  C116 1.088
231 H 1.3642 1.7623 0.6545  C119 1.102
232 H -5.5383 3.4021 2.6196  C28 1.120
233 H -0.1539 2.2131 -9.6422  C69 1.098
234 H -5.4969 -0.5890 -0.6351  C91 1.101
235 H -7.8200 1.7341 2.9350  C51 1.080
236 H 6.0655 0.9687 2.0707  C111 1.103
237 H -5.7396 0.1223 6.0799  C47 1.099
238 H 9.5794 5.2590 2.6416  C25 1.083
239 H 0.2186 -2.6973 -3.2169  C33 1.141
240 H -1.1544 -1.8376 11.4502  C40 1.094
241 H 1.3801 -0.6866 -7.7012  C123 1.076
242 H 4.4185 -3.2433 2.6222  C54 1.110
243 H -11.5297 -4.5606 2.0431  C76 1.103
244 H -2.3264 3.9938 -3.8864  C67 1.113
245 H 1.4964 2.6711 -10.0076  C69 1.090
246 H 0.1482 0.0958 11.6099  C107 1.075
247 H -6.3122 1.5228 6.9040  C47 1.104
248 H -5.5572 2.7673 -7.3597  C31 1.106
249 H -4.0841 1.0950 -6.1830  C65 1.090
250 H 0.6724 -2.2066 10.1661  C56 1.062
251 H -9.8073 -4.5176 0.0117  C118 1.069
252 H -3.5616 2.3925 3.4447  C90 1.086
253 H 6.6793 5.8283 3.1209  C85 1.059
254 H 4.3487 1.1055 2.7036  C111 1.101
255 H 2.5312 -1.9056 5.5773  C74 1.064
256 H -1.8735 -1.2426 9.9717  C40 1.072
257 H 6.2070 4.3437 2.3831  C85 1.103
258 H 4.5398 -3.4550 5.1012  C48 1.095
259 H -4.2724 -1.4010 -5.6164  C79 1.084
260 H -6.4503 8.1889 0.2598  C39 1.113
261 H -13.2307 -4.4389 5.2874  C53 1.083
262 H -5.7327 3.5163 0.0827  C103 1.112
263 H -1.2135 1.9990 0.5070  C27 1.132
264 H -2.0242 -10.3361 2.7892  C92 1.073
265 H -2.7361 0.9103 -8.2518  C71 1.060
266 H -14.4179 -2.4379 3.2841  C60 1.091
267 H -2.7632 2.2507 -5.1349  C113 1.149
268 H 10.0785 9.2539 0.9918  C42 1.086
269 H -0.8351 5.5616 -2.7717  C66 1.090
270 H -7.4982 5.3593 2.4971  C115 1.096
271 H 10.9127 4.6439 -1.0339  C61 1.092
272 H 10.8770 5.8527 -3.3606  C57 1.073
273 H 12.1141 7.5712 -0.3471  C43 1.073
274 H -3.1037 0.5138 11.2880  C89 1.063
275 H 5.4993 7.1307 1.4175  C122 1.084
276 H 9.9519 3.2513 4.3264  C109 1.110
277 H -3.0937 5.3573 2.9382  C98 1.098
278 H -3.5136 -11.1418 0.8457  C112 1.100
279 H 3.3308 0.6919 -8.7718  C62 1.061
280 H -10.5618 -3.8279 -1.5179  C118 1.111
281 H -12.0287 -5.1245 4.2751  C53 1.097
282 H -0.2886 4.5641 -10.6005  C121 1.081
283 H 5.9867 -3.1845 1.7704  C54 1.103
284 H 5.7503 1.4356 3.7439  C111 1.111
285 H 2.1253 2.0664 7.8260  C81 1.069
286 H 2.8616 -9.8554 -0.2409  C93 1.076
287 H -3.2560 3.9693 1.8163  C98 1.114
288 H 9.3257 4.3191 -0.3953  C61 1.089
289 H -0.3843 -1.3570 8.0776  C75 1.113
290 H -0.5434 3.8731 -2.1515  C66 1.122
291 H -1.5150 -8.1905 -1.5493  C86 1.046
292 H 4.8814 -1.0736 3.9736  C77 1.135
293 H 7.2582 5.1875 -0.1462  C96 1.097
294 H 9.0190 -3.2562 -1.8314  C36 1.103
295 H 10.7903 9.6708 -0.5511  C42 1.092
296 H -0.4875 0.9827 1.7847  C27 1.094
297 H -7.6129 0.9483 4.8056  C110 1.091
298 H 0.7786 1.9135 9.6035  C124 1.095
299 H 2.1074 1.0824 10.4128  C124 1.104
300 H -0.6018 -14.8012 2.7171  C35 1.107
301 H 11.2484 7.4779 -5.0083  C120 1.070
302 H -4.5377 6.7471 0.6776  C80 1.085
303 H 2.0406 -1.2147 10.6906  C56 1.067
304 H 6.4658 -1.0148 3.1487  C77 1.091
305 H 5.2453 5.5393 0.5058  C122 1.077
306 H -11.2554 -0.9469 2.4460  C70 1.118
307 H 0.9319 0.2538 -9.1198  C123 1.099
308 H 3.4684 2.4267 -8.5436  C62 1.132
309 H -3.9524 3.3885 4.7032  C90 1.051
310 H 5.0300 5.3835 2.9812  C85 1.083
311 H 0.7085 1.4549 -1.0019  C119 1.092
312 H 11.1887 3.2618 0.9208  C100 1.082
313 H -12.9306 -0.5335 3.0855  C70 1.085
314 H -3.9663 -0.1166 -9.0535  C71 1.112
315 H 7.2823 -3.9343 0.0705  C29 1.093
316 H 8.5284 -5.4986 -1.0927  C32 1.064
317 H 13.0618 9.2429 0.8670  C59 1.122
318 H -2.2395 -13.3007 1.3895  C106 1.093
319 H -0.0130 0.3647 -7.5702  C123 1.127
320 H -4.0410 -1.7673 -7.3539  C79 1.086
321 H 12.0070 9.5970 2.2272  C59 1.108
322 H -6.9104 8.0479 1.9068  C39 1.076
323 H 11.5447 7.2592 1.2136  C43 1.062
324 H 3.0914 0.6648 8.1519  C81 1.078
325 H -0.4811 -12.1794 0.0116  C49 1.094
326 H 0.9063 1.1137 -5.6760  C101 1.073
327 H -0.0312 2.7181 -7.3427  C95 1.141
328 H -4.8338 1.6489 5.8479  C47 1.085
329 H 4.4200 -6.4989 -0.7770  C26 1.109
330 H -2.6091 -2.5642 0.4917  C105 1.101
331 H 1.4872 -3.3443 5.4534  C74 1.115
332 H -2.7349 -1.1045 -6.4160  C79 1.056
333 H 3.2468 -1.9079 -0.4486  C63 1.109
334 H 1.2058 -3.5610 -4.4619  C33 1.062
335 H 4.9461 0.5998 -6.8659  C64 1.097
336 H 3.6038 -3.9496 6.4236  C48 1.096
337 H -7.5506 4.1903 1.0840  C115 1.089
338 H -3.4384 -1.1550 11.9179  C89 1.116
339 H -6.9736 2.6501 4.9174  C110 1.125
340 H -0.3475 4.6670 -8.8568  C121 1.080